The following is a quantum chemistry calculation of a structure of composition C37H38GeMnN7O9, from OMol25.

Calculated values
Highest occupied orbital energy (spin up / spin down) (eV): -3.5 / -3.5
Total charge: -1
Energy above the lowest of the compared OMol25 structures with the same formula, charge and spin (eV): 0.000
Multiplicity: 2
Gap between HOMO and LUMO (spin up / spin down) (eV): 4.655 / 4.661

CARTESIAN COORDINATES (ANGSTROEM)
H (-0.401, 3.030, -4.847)
C (-1.480, -3.856, -2.991)
H (-4.400, 1.092, -0.800)
H (-1.678, -4.102, -1.946)
C (-3.811, 0.216, -0.516)
H (-1.373, -2.748, -0.084)
C (-1.699, 0.627, -2.063)
H (-2.959, -3.340, 1.723)
C (-4.153, -2.213, -3.108)
Ge (-2.219, -2.091, -3.458)
H (-0.400, -3.874, -3.139)
C (-1.608, 1.834, 3.667)
C (-1.356, 1.754, 2.191)
C (-2.787, -2.578, 4.357)
C (-0.668, -1.578, 3.447)
H (-2.384, -0.862, -5.677)
C (-0.776, 2.281, 5.883)
O (3.583, -0.858, 5.982)
C (-1.125, -0.723, -2.568)
Mn (0.350, 1.170, -0.064)
H (2.521, 2.385, 1.331)
H (-4.569, -2.936, -3.813)
C (-1.960, 1.811, 6.433)
C (-2.979, 1.368, 5.597)
C (-1.187, -2.426, 0.936)
H (0.312, 2.658, 4.050)
H (3.953, 1.173, 5.764)
H (-4.661, -1.261, -3.257)
C (-2.356, 0.500, -0.696)
H (0.820, 2.758, -2.727)
C (-0.118, 2.232, -2.883)
H (-3.911, 1.016, 6.021)
C (4.329, -0.268, -4.458)
C (4.251, 1.916, -2.789)
N (-0.100, -1.681, 1.121)
N (1.476, 0.666, 1.726)
C (2.428, 1.560, 2.022)
C (-0.603, 2.300, 4.505)
C (-2.803, 1.386, 4.223)
C (3.432, -0.261, -3.405)
H (-0.450, -0.433, -3.383)
C (3.241, 1.459, 3.130)
N (-1.579, 0.755, 0.281)
O (2.202, 1.976, -0.829)
H (-2.823, 2.291, -4.877)
H (-0.452, -1.166, 4.425)
H (-1.926, -4.636, -3.611)
C (3.085, 0.381, 3.993)
O (-4.060, -2.017, 4.076)
C (0.143, -1.264, 2.358)
C (-2.013, -1.847, -5.394)
H (2.759, -1.087, -3.226)
H (3.989, 2.221, 3.313)
H (-2.096, 1.798, 7.507)
C (5.136, 1.853, -3.851)
H (-4.124, -0.604, -1.160)
O (6.792, 2.920, -5.054)
H (-2.954, -3.648, 4.491)
O (3.595, -2.349, -5.133)
C (2.402, 0.884, -1.435)
N (-0.541, 1.525, -1.845)
O (5.197, -1.430, -6.254)
H (-4.017, -0.022, 0.524)
H (0.020, 2.630, 6.530)
O (1.778, -0.165, -1.178)
C (-2.068, -2.767, 1.946)
H (-2.381, -2.178, 5.293)
H (4.256, -1.019, 6.648)
C (1.293, -0.350, 2.580)
H (1.918, -1.374, 4.362)
H (4.206, 2.781, -2.144)
C (-0.798, 2.387, -4.076)
C (3.988, 0.242, 5.186)
N (-2.066, 0.835, 1.574)
H (-3.704, 0.934, -3.052)
C (-2.655, 1.200, -3.086)
O (6.028, 3.906, -3.291)
H (-3.912, -1.100, 3.819)
N (6.055, 2.982, -4.084)
H (-0.958, -1.899, -5.666)
H (-3.589, 1.068, 3.548)
H (-4.365, -2.570, -2.099)
N (4.371, -1.438, -5.355)
C (2.087, -0.528, 3.713)
C (3.399, 0.844, -2.566)
H (-2.556, -2.608, -5.956)
H (5.891, 0.747, -5.539)
H (-0.482, -1.165, -1.801)
O (-0.444, 2.462, 1.684)
C (5.200, 0.774, -4.712)
H (5.018, 0.109, 4.833)
C (-2.158, 1.953, -4.087)
C (-1.809, -2.329, 3.240)